i.
Here is 2 unconnected molecules or ions with the total composition C11H15N from OMol25. Energies are from the ωB97M-V functional and the def2-TZVPD basis.

* HOMO-LUMO gap (alpha / beta): 9.23 / 6.04 eV
* total charge: +1
* 2S+1: 2
* LUMO level (alpha / beta): -3.959 / -7.260 eV
* E_HOMO (alpha / beta): -13.19 / -13.30 eV

Bonds (Å) are listed after each position.
Geometry (Å):
1 C -2.230 -0.294 2.838  C4 1.501, H17 1.061, H18 1.089, H19 1.007
2 C -0.720 -0.124 -0.485  C3 1.528, C7 1.409, N10 1.364
3 C -1.039 -0.880 0.803  C2 1.528, C4 1.452, C9 1.396
4 C -1.753 0.178 1.496  C1 1.501, C3 1.452, C5 1.334
5 C -1.891 1.355 0.883  C4 1.334, N10 1.491, H16 1.079
6 C 0.049 -2.304 -1.519  C7 1.448, C8 1.402, H11 1.030
7 C -0.140 -0.868 -1.531  C2 1.409, C6 1.448, H12 1.006
8 C -0.150 -2.925 -0.277  C6 1.402, C9 1.442, H13 1.033
9 C -0.861 -2.265 0.790  C3 1.396, C8 1.442, H14 1.099
10 N -1.107 1.180 -0.373  C2 1.364, C5 1.491, H15 1.024
11 H 0.704 -2.718 -2.197  C6 1.030
12 H 0.073 -0.429 -2.410  C7 1.006
13 H 0.085 -3.916 -0.104  C8 1.033
14 H -1.184 -2.976 1.563  C9 1.099
15 H -1.073 1.881 -1.118  N10 1.024
16 H -2.203 2.388 0.877  C5 1.079
17 H -1.543 -0.953 3.309  C1 1.061
18 H -3.255 -0.659 2.878  C1 1.089
19 H -2.377 0.553 3.362  C1 1.007
20 C 2.556 2.350 -0.655  C21 1.569, H22 1.126, H23 1.160, H24 1.094
21 C 2.576 0.990 -1.437  C20 1.569, H25 1.097, H26 1.157, H27 0.995
22 H 3.486 2.616 -0.079  C20 1.126
23 H 2.394 3.252 -1.366  C20 1.160
24 H 1.729 2.371 0.061  C20 1.094
25 H 1.539 0.632 -1.422  C21 1.097
26 H 2.957 1.155 -2.517  C21 1.157
27 H 3.381 0.411 -1.370  C21 0.995


ii.
Here is 2 unconnected molecules or ions with the total composition C11H15N from OMol25. Energies are from the ωB97M-V functional and the def2-TZVPD basis.

* HOMO-LUMO gap (alpha / beta): 9.47 / 6.29 eV
* total charge: +1
* 2S+1: 2
* LUMO level (alpha / beta): -3.817 / -7.222 eV
* E_HOMO (alpha / beta): -13.29 / -13.51 eV

Bonds (Å) are listed after each position.
Geometry (Å):
1 C -1.617 -1.564 -2.757  C4 1.496, H17 1.105, H18 1.100, H19 1.077
2 C -0.640 1.148 -0.403  C3 1.412, C7 1.369, N10 1.411
3 C -0.319 -0.031 -1.112  C2 1.412, C4 1.440, C9 1.395
4 C -1.534 -0.449 -1.764  C1 1.496, C3 1.440, C5 1.382
5 C -2.550 0.346 -1.268  C4 1.382, N10 1.378, H16 1.087
6 C 1.641 1.616 -0.030  C7 1.392, C8 1.407, H11 1.085
7 C 0.307 1.984 0.123  C2 1.369, C6 1.392, H12 1.100
8 C 2.005 0.535 -0.853  C6 1.407, C9 1.393, H13 1.083
9 C 1.022 -0.298 -1.384  C3 1.395, C8 1.393, H14 1.095
10 N -2.034 1.353 -0.482  C2 1.411, C5 1.378, H15 1.011
11 H 2.442 2.110 0.511  C6 1.085
12 H -0.218 2.753 0.709  C7 1.100
13 H 3.084 0.468 -0.787  C8 1.083
14 H 1.231 -1.185 -1.991  C9 1.095
15 H -2.553 1.796 0.264  N10 1.011
16 H -3.636 0.295 -1.249  C5 1.087
17 H -0.576 -1.606 -3.124  C1 1.105
18 H -2.105 -1.218 -3.681  C1 1.100
19 H -1.942 -2.538 -2.432  C1 1.077
20 C 1.427 -0.597 3.326  C21 1.500, H22 1.100, H23 1.082, H24 1.074
21 C 0.561 -0.791 2.116  C20 1.500, H25 1.081, H26 1.099, H27 1.094
22 H 0.943 -0.951 4.248  C20 1.100
23 H 2.371 -1.119 3.246  C20 1.082
24 H 1.786 0.412 3.402  C20 1.074
25 H 1.110 -0.530 1.223  C21 1.081
26 H -0.333 -0.158 2.204  C21 1.099
27 H 0.128 -1.782 1.946  C21 1.094


The calculated energies rank the structures as follows, beginning with the most stable: ii, i.


i.
Here is 2 unconnected molecules or ions with the total composition C11H15N from OMol25. Energies are from the ωB97M-V functional and the def2-TZVPD basis.

* HOMO-LUMO gap (alpha / beta): 9.08 / 6.57 eV
* total charge: +1
* 2S+1: 2
* LUMO level (alpha / beta): -3.949 / -6.986 eV
* E_HOMO (alpha / beta): -13.02 / -13.56 eV

Bonds (Å) are listed after each position.
Geometry (Å):
1 C -3.862 -1.160 -0.474  C2 1.508, H3 1.092, H4 1.109, H5 1.093
2 C -4.048 0.328 -0.631  C1 1.508, H6 1.080, H7 1.098, H8 1.090
3 H -4.063 -1.389 0.575  C1 1.092
4 H -4.452 -1.802 -1.161  C1 1.109
5 H -2.829 -1.505 -0.573  C1 1.093
6 H -5.049 0.553 -0.968  C2 1.080
7 H -3.443 0.822 -1.403  C2 1.098
8 H -3.918 0.900 0.288  C2 1.090
9 C 1.451 -2.692 -0.719  C11 1.539, H21 1.085, H22 1.093, H27 1.119
10 C -0.235 -1.508 1.025  C11 1.467, N18 1.331, H19 1.079
11 C 0.756 -1.490 -0.056  C9 1.539, C10 1.467, C13 1.391
12 C 0.470 0.679 0.823  C13 1.449, C14 1.371, N18 1.391
13 C 1.154 -0.160 -0.141  C11 1.391, C12 1.449, C15 1.432
14 C 0.897 1.972 0.983  C12 1.371, C16 1.390, H23 1.088
15 C 2.037 0.542 -1.023  C13 1.432, C17 1.349, H24 1.088
16 C 1.618 2.652 0.008  C14 1.390, C17 1.441, H25 1.071
17 C 2.203 1.881 -1.060  C15 1.349, C16 1.441, H26 1.113
18 N -0.284 -0.268 1.507  C10 1.331, C12 1.391, H20 1.013
19 H -0.796 -2.224 1.606  C10 1.079
20 H -0.941 0.152 2.154  N18 1.013
21 H 1.936 -2.244 -1.581  C9 1.085
22 H 0.652 -3.322 -1.117  C9 1.093
23 H 0.444 2.425 1.862  C14 1.088
24 H 2.656 -0.072 -1.673  C15 1.088
25 H 2.027 3.606 0.272  C16 1.071
26 H 3.225 2.239 -1.315  C17 1.113
27 H 2.287 -3.125 -0.115  C9 1.119


ii.
Here is 2 unconnected molecules or ions with the total composition C11H15N from OMol25. Energies are from the ωB97M-V functional and the def2-TZVPD basis.

* HOMO-LUMO gap (alpha / beta): 9.26 / 6.71 eV
* total charge: +1
* 2S+1: 2
* LUMO level (alpha / beta): -3.665 / -6.850 eV
* E_HOMO (alpha / beta): -12.93 / -13.56 eV

Bonds (Å) are listed after each position.
Geometry (Å):
1 C 1.994 -2.243 -0.669  C2 1.538, H3 1.087, H4 1.092, H5 1.090
2 C 2.028 -1.398 -1.953  C1 1.538, H6 1.084, H7 1.103, H8 1.089
3 H 1.181 -2.964 -0.696  C1 1.087
4 H 2.932 -2.782 -0.518  C1 1.092
5 H 1.815 -1.586 0.182  C1 1.090
6 H 2.983 -0.896 -2.064  C2 1.084
7 H 1.196 -0.678 -1.884  C2 1.103
8 H 1.776 -1.957 -2.853  C2 1.089
9 C 0.136 3.010 -0.621  C11 1.468, H21 1.090, H22 1.090, H27 1.083
10 C -2.043 1.631 -0.961  C11 1.420, N18 1.311, H19 1.075
11 C -0.801 1.916 -0.335  C9 1.468, C10 1.420, C13 1.422
12 C -1.768 0.083 0.612  C13 1.403, C14 1.364, N18 1.416
13 C -0.624 0.897 0.641  C11 1.422, C12 1.403, C15 1.393
14 C -1.907 -1.027 1.392  C12 1.364, C16 1.413, H23 1.085
15 C 0.423 0.563 1.496  C13 1.393, C17 1.392, H24 1.077
16 C -0.866 -1.289 2.310  C14 1.413, C17 1.386, H25 1.078
17 C 0.295 -0.532 2.345  C15 1.392, C16 1.386, H26 1.076
18 N -2.592 0.564 -0.434  C10 1.311, C12 1.416, H20 1.010
19 H -2.481 2.206 -1.757  C10 1.075
20 H -3.494 0.167 -0.654  N18 1.010
21 H -0.376 3.972 -0.620  C9 1.090
22 H 0.510 2.951 -1.644  C9 1.090
23 H -2.801 -1.640 1.370  C14 1.085
24 H 1.381 1.056 1.474  C15 1.077
25 H -1.005 -2.183 2.898  C16 1.078
26 H 1.165 -0.917 2.847  C17 1.076
27 H 0.943 3.077 0.097  C9 1.083


The calculated energies rank the structures as follows, beginning with the most stable: ii, i.